Record 1
Density functional theory data (wB97M-V/def2-TZVPD) for C9H22F3IN5O2P as an isolated structure.

Results
highest occupied orbital energy = -0.268 hartree
Kohn-Sham gap = 5.84 eV
net charge = 0
E = -46770.90193 eV

Each line ends with the natural charge from an NBO analysis.
Element x y z (Å)
N: -1.704 -5.001 -1.308  -0.86
C: -2.265 -4.102 -2.391  -0.23
C: -1.746 -2.547 -2.321  -0.45
C: -1.196 -2.085 -0.837  -0.42
C: -0.437 -0.605 -0.913  -0.25
N: -1.439 0.527 -0.883  -0.71
C: -0.903 1.777 -0.224  0.77
N: 0.440 2.418 -0.633  -0.69
C: 1.574 1.891 0.220  -0.27
C: 2.913 2.837 0.257  -0.09
O: 3.806 2.408 1.354  -0.53
C: 4.273 1.024 1.177  -0.17
C: 3.771 0.117 2.477  0.97
F: 4.011 0.983 3.688  -0.34
F: 4.582 -1.132 2.656  -0.35
F: 2.354 -0.306 2.402  -0.35
N: -1.634 2.413 0.747  -0.86
P: -3.222 1.934 1.390  1.35
N: -3.103 2.332 3.162  -1.11
O: -3.490 0.216 1.369  -0.99
H: -0.661 -5.006 -1.281  0.36
H: -2.125 -4.750 -0.385  0.36
H: -1.964 -4.575 -3.438  0.20
H: -3.448 -4.188 -2.335  0.20
H: -2.696 -1.860 -2.545  0.20
H: -0.929 -2.380 -3.170  0.22
H: -0.448 -2.868 -0.393  0.22
H: -2.100 -2.008 -0.093  0.22
H: 0.224 -0.612 -1.890  0.22
H: 0.313 -0.609 0.016  0.22
H: -1.873 0.705 -1.815  0.43
H: 0.608 2.302 -1.657  0.39
H: 1.121 1.630 1.270  0.21
H: 1.900 0.855 -0.275  0.19
H: 3.524 2.874 -0.741  0.22
H: 2.565 3.940 0.535  0.22
H: 5.464 1.026 1.250  0.24
H: 4.018 0.544 0.141  0.23
H: -1.211 3.302 1.153  0.46
H: -2.070 2.177 3.363  0.37
H: -3.563 1.518 3.670  0.41
H: -4.295 -0.018 0.783  0.52
I: 1.057 2.902 -3.550  -0.77


Record 2
Density functional theory data (wB97M-V/def2-TZVPD) for an isolated ion of composition C9H22NS and charge +1.

Results
energy above the lowest of the compared OMol25 structures with the same formula, charge and spin = 2.4 kcal per mole
highest occupied orbital energy = -0.507 hartree
Kohn-Sham gap = 9.46 eV
net charge = +1
E = -22007.73162 eV
SMILES string = CCCCCCCCC[NH2+]S

Each line ends with the natural charge from an NBO analysis.
Element x y z (Å)
C: 3.835 -0.070 0.717  -0.60
C: 2.371 0.059 0.291  -0.39
C: 1.941 1.491 -0.020  -0.41
C: 0.641 1.716 -0.830  -0.39
C: -0.587 2.158 -0.018  -0.40
C: -1.234 1.214 1.018  -0.42
C: -2.512 0.477 0.538  -0.40
C: -2.484 -1.034 0.191  -0.44
C: -1.096 -1.576 -0.064  -0.22
N: -1.168 -2.925 -0.746  -0.63
S: -1.693 -2.969 -2.463  0.27
H: 4.093 -1.098 0.976  0.21
H: 4.514 0.251 -0.080  0.21
H: 4.034 0.548 1.596  0.21
H: 1.750 -0.351 1.094  0.18
H: 2.191 -0.563 -0.600  0.18
H: 1.848 2.030 0.933  0.21
H: 2.777 1.967 -0.550  0.22
H: 0.416 0.818 -1.433  0.16
H: 0.821 2.499 -1.574  0.23
H: -0.291 3.082 0.495  0.22
H: -1.370 2.463 -0.725  0.20
H: -0.486 0.508 1.401  0.19
H: -1.523 1.803 1.893  0.23
H: -2.896 1.003 -0.344  0.21
H: -3.283 0.594 1.305  0.23
H: -2.921 -1.611 1.016  0.22
H: -3.116 -1.217 -0.686  0.22
H: -0.484 -0.947 -0.709  0.23
H: -0.529 -1.775 0.849  0.24
H: -0.264 -3.387 -0.684  0.44
H: -1.847 -3.494 -0.239  0.44
H: -1.447 -1.664 -2.547  0.14


Record 3
Density functional theory data (wB97M-V/def2-TZVPD) for C9H23AgCl4O4S3 as an isolated structure.

Results
highest occupied orbital energy = -0.230 hartree
Kohn-Sham gap = 6.54 eV
net charge = 0
E = -104484.96949 eV

Each line ends with the natural charge from an NBO analysis.
Element x y z (Å)
Ag: -0.608 -0.096 -0.325  0.92
C: 2.896 -1.141 1.882  -0.63
C: 2.691 0.289 1.301  -0.02
O: 1.415 0.480 0.790  -1.05
H: 3.129 -1.839 1.078  0.17
H: 2.161 -1.513 2.596  0.19
H: 3.821 -1.068 2.452  0.18
H: 3.461 0.370 0.534  0.10
H: 2.928 0.966 2.122  0.11
C: -1.261 -4.482 -1.707  -0.83
S: -0.222 -3.047 -2.162  1.21
O: -1.040 -1.800 -1.783  -1.02
C: 1.059 -3.241 -0.798  -0.81
H: -1.957 -4.182 -0.923  0.25
H: -0.684 -5.294 -1.264  0.24
H: -1.958 -4.785 -2.488  0.24
H: 0.596 -3.313 0.186  0.24
H: 1.781 -2.426 -0.741  0.27
H: 1.664 -4.123 -1.008  0.22
C: 1.583 3.255 -1.291  -0.79
S: 0.448 2.607 -2.623  1.17
O: -0.199 1.226 -2.290  -0.99
C: 1.681 2.215 -3.904  -0.83
H: 2.365 2.569 -0.965  0.27
H: 0.935 3.516 -0.454  0.24
H: 2.101 4.149 -1.639  0.22
H: 1.328 2.804 -4.750  0.23
H: 1.690 1.166 -4.202  0.26
H: 2.730 2.504 -3.840  0.24
C: -3.379 3.138 2.476  -0.83
S: -1.986 2.619 1.393  1.22
O: -2.094 1.160 0.968  -1.01
C: -2.511 3.582 -0.152  -0.77
H: -4.368 3.041 2.029  0.23
H: -3.228 4.135 2.891  0.24
H: -3.335 2.538 3.385  0.25
H: -2.360 4.642 0.051  0.22
H: -3.542 3.247 -0.266  0.23
H: -1.869 3.196 -0.943  0.24
C: -1.143 -3.412 2.894  -0.21
Cl: -1.155 -1.924 1.826  0.05
Cl: -2.222 -4.747 2.191  -0.02
Cl: 0.445 -4.003 2.988  0.10
Cl: -1.787 -2.978 4.487  0.06


Record 4
Density functional theory data (wB97M-V/def2-TZVPD) for C9H23BN3OPSr as an isolated structure.

Results
energy above the lowest of the compared OMol25 structures with the same formula, charge and spin = 12.1 kcal per mole
highest occupied orbital energy (spin up / spin down) = -0.316 / -0.378 hartree
Kohn-Sham gap (spin up / spin down) = 4.67 / 6.35 eV
net charge = +1
E = -27015.23026 eV
<S²> = 0.753
2S+1 = 2

Each line ends with the Löwdin spin population.
Element x y z (Å)
Sr: -1.473 -0.432 -0.344  0.01
H: 0.166 2.716 0.112  0.12
H: 1.626 0.404 0.203  0.02
P: 0.273 0.203 -2.664  0.00
C: -0.967 0.942 -3.811  0.00
H: -0.512 1.140 -4.792  0.00
H: -1.809 0.250 -3.934  0.00
H: -1.343 1.884 -3.386  0.00
C: 1.601 1.450 -2.800  0.00
H: 2.562 1.005 -2.511  0.00
H: 1.677 1.799 -3.840  0.00
H: 1.373 2.298 -2.140  0.00
C: 0.946 -1.063 -3.796  0.00
H: 0.192 -1.847 -3.947  0.00
H: 1.202 -0.614 -4.767  0.00
H: 1.841 -1.504 -3.344  0.00
C: 0.241 -2.360 -0.734  0.00
O: 0.794 -3.373 -0.694  0.00
H: 1.885 0.576 1.856  0.00
H: 3.156 0.766 0.786  0.01
H: 2.388 3.026 -0.014  0.03
H: 1.468 2.899 1.892  0.04
B: 1.743 2.461 0.814  0.46
N: 2.151 0.937 0.925  0.11
H: -0.437 3.027 -0.322  0.18
H: -3.011 -0.800 -2.065  0.00
N: -0.164 0.780 3.063  0.01
C: -0.885 -0.418 3.162  0.00
C: -1.204 -0.978 4.394  0.00
C: -1.861 -2.211 4.402  0.00
C: -2.183 -2.832 3.185  0.00
C: -1.865 -2.196 1.997  0.00
N: -1.168 -1.019 1.983  0.00
H: -0.497 1.445 2.367  0.00
H: -0.035 1.236 3.961  0.00
H: -0.935 -0.459 5.324  0.00
H: -2.121 -2.710 5.335  0.00
H: -2.676 -3.810 3.138  0.00
H: -2.140 -2.618 1.007  0.00


Record 5
Density functional theory data (wB97M-V/def2-TZVPD) for a 2-piece molecular cluster, C9H23BN5O3S overall.

Results
highest occupied orbital energy = -0.432 hartree
Kohn-Sham gap = 8.61 eV
net charge = +1
E = -34806.20083 eV

Each line ends with the natural charge from an NBO analysis.
Element x y z (Å)
C: 4.353 -0.260 2.301  -0.26
O: 3.719 0.897 1.724  -0.69
B: 3.441 0.895 0.420  1.24
O: 3.935 -0.021 -0.472  -0.90
N: 2.491 1.917 -0.125  -0.46
C: 1.173 2.221 0.008  0.61
N: 0.311 1.611 0.796  -0.53
C: 0.555 0.538 1.730  -0.27
C: 0.619 -0.891 1.084  -0.24
N: 0.618 -0.955 -0.360  -0.84
N: 0.809 3.230 -0.802  -0.46
C: 1.901 3.578 -1.426  0.30
N: 2.952 2.823 -1.075  -0.33
S: 4.531 2.994 -1.670  0.29
H: 5.399 -0.281 2.023  0.19
H: 3.868 -1.173 1.988  0.20
H: 4.304 -0.186 3.377  0.21
H: 4.892 0.049 -0.542  0.52
H: -0.634 1.943 0.716  0.44
H: -0.261 0.548 2.438  0.23
H: 1.441 0.720 2.323  0.22
H: 1.517 -1.383 1.438  0.19
H: -0.221 -1.463 1.457  0.21
H: 1.529 -0.850 -0.777  0.37
H: -0.073 -0.357 -0.785  0.37
H: 2.006 4.365 -2.146  0.25
H: 5.124 3.616 -0.626  0.13
C: -5.568 -0.847 -0.160  -0.65
C: -4.416 -0.371 -1.026  -0.06
O: -3.136 -0.768 -0.555  -0.56
C: -2.915 -2.168 -0.459  -0.07
C: -3.042 -2.912 -1.776  -0.64
H: -5.447 -0.494 0.865  0.21
H: -6.511 -0.465 -0.550  0.22
H: -5.638 -1.935 -0.131  0.21
H: -4.396 0.718 -1.036  0.18
H: -4.554 -0.690 -2.064  0.17
H: -3.568 -2.610 0.302  0.17
H: -1.894 -2.270 -0.088  0.18
H: -4.051 -2.854 -2.183  0.21
H: -2.801 -3.965 -1.636  0.22
H: -2.360 -2.493 -2.518  0.21


Record 6
Density functional theory data (wB97M-V/def2-TZVPD) for a 3-piece molecular cluster, C9H23ClN2O5 overall.

Results
highest occupied orbital energy (spin up / spin down) = -0.401 / -0.401 hartree
Kohn-Sham gap (spin up / spin down) = 7.10 / 2.98 eV
net charge = +1
E = -35426.82882 eV
<S²> = 0.754
2S+1 = 2

Each line ends with the Löwdin spin population.
Element x y z (Å)
N: -25.419 -16.228 25.452  0.00
H: -26.039 -16.302 24.658  0.00
H: -25.966 -15.760 26.160  0.00
H: -24.633 -15.641 25.214  0.00
H: -25.146 -17.176 25.671  0.00
Cl: -21.649 -14.420 25.673  0.00
O: -21.389 -15.005 24.393  0.00
O: -21.538 -15.387 26.756  0.00
O: -20.766 -13.386 25.935  0.00
O: -22.932 -13.841 25.638  0.00
C: -27.010 -12.810 29.085  0.04
C: -26.448 -14.175 28.715  0.04
C: -26.396 -15.149 29.880  0.00
C: -27.688 -15.791 30.300  0.00
C: -28.115 -16.684 29.100  0.00
C: -28.408 -15.823 27.893  0.05
N: -27.261 -14.895 27.632  0.61
O: -27.256 -14.236 26.446  0.13
C: -28.581 -16.816 26.676  0.01
C: -29.647 -14.892 28.010  0.06
C: -25.085 -13.837 28.219  0.02
H: -27.830 -13.075 29.752  0.00
H: -26.252 -12.370 29.733  0.00
H: -27.021 -12.121 28.240  0.00
H: -25.811 -16.021 29.589  0.00
H: -25.971 -14.736 30.795  0.00
H: -27.429 -16.420 31.151  0.00
H: -28.446 -15.131 30.722  0.00
H: -29.121 -17.000 29.377  0.00
H: -27.446 -17.499 28.822  0.00
H: -29.482 -17.394 26.884  0.00
H: -27.703 -17.460 26.639  0.00
H: -28.717 -16.235 25.764  0.00
H: -30.323 -15.454 28.655  0.01
H: -30.080 -14.693 27.030  0.00
H: -29.483 -13.994 28.605  0.00
H: -24.494 -14.743 28.083  0.00
H: -25.101 -13.145 27.376  0.00
H: -24.401 -13.331 28.901  0.00
H: -27.483 -13.352 26.741  0.01